Record 1
Formula: C19H25FN4O3
Source: OMol25
Level of theory: ωB97M-V/def2-TZVPD

## Properties
- SMILES = CCN(CC)CCCN/C=C1/C(=O)NC(=O)N(Cc2ccc(F)cc2)C1=O
- DFT total energy (eV) = -34931.28850
- relative energy (zero: lowest compared OMol25 entry of this formula, charge and spin) (eV) = 0.4252
- LUMO (Eh) = 0.013
- spin multiplicity = 1
- HOMO level (eV) = -8.5
- Kohn-Sham gap (eV) = 8.860

Last column: Mulliken charge in e.
Cartesian coordinates (Å):
F 2.5361 5.6279 -0.2999  -0.338
H 2.7491 3.0560 -0.1631  0.433
H -0.1358 1.4309 3.2104  0.579
H 2.5580 -5.0941 -0.8588  0.286
N -1.8556 1.9406 2.1857  0.207
H -4.8428 3.0080 1.5569  0.255
H 2.9448 -3.3605 -3.3579  0.452
C -1.8069 0.7679 1.4546  1.355
H 1.3412 1.6022 1.2804  0.356
C 0.2147 3.2299 2.0872  0.459
H 1.5093 -4.3333 -3.0306  0.278
O -0.7842 0.0827 1.4644  -0.830
C -2.9911 0.4140 0.7102  -0.678
H -0.6788 -1.7328 -2.3309  0.217
C -4.1675 1.2589 0.7212  0.277
H -0.8398 -3.4573 -2.6513  0.333
O -5.1982 1.0443 0.1187  -0.692
C 0.7960 5.4204 1.2753  -0.698
H 3.5305 -1.6903 -1.8909  0.496
C -0.6634 2.3451 2.9327  -1.965
H -2.8974 -2.8003 -1.5795  0.453
C -1.9908 -2.7670 -0.9704  -0.937
N -2.0498 -1.6089 -0.1215  0.097
H 2.9209 -2.0132 -0.2557  0.304
H -1.0040 2.8781 3.8219  0.624
H -0.7575 5.0352 2.6930  0.427
C 0.0169 4.6055 2.0765  -0.301
C -0.7466 -2.7137 -1.8598  -0.309
H 0.5556 -2.3495 -0.1724  0.352
H 2.8116 0.4015 -0.8791  0.408
H 1.1992 -0.2301 -0.5535  -0.108
N 1.6990 -2.6336 -1.8868  0.367
H -1.9560 -3.6690 -0.3478  0.297
H 0.6575 6.4897 1.2575  0.433
C 3.1517 -4.6908 -1.6763  -1.037
C 2.3116 -3.7593 -2.5596  -0.744
H -3.9345 -0.9330 -0.6211  0.465
O -2.9604 3.7891 2.9161  -0.631
H 4.0003 -4.1581 -1.2547  0.276
C 2.0504 -0.2924 -1.2264  -0.673
C 0.5473 -2.9687 -1.0718  -0.973
C 1.7698 4.8389 0.4842  0.404
C 2.6291 -1.7046 -1.2739  -0.699
C -2.9505 2.7812 2.2503  0.451
C -3.0286 -0.7406 -0.0559  -0.024
H -1.2215 -1.3519 0.4261  0.117
N -4.0395 2.3911 1.5133  -0.038
C 1.1966 2.6714 1.2785  -0.077
H 3.5257 -5.5208 -2.2697  0.418
H 0.5669 -4.0176 -0.7462  0.246
H 1.7291 0.0083 -2.2199  0.285
C 1.9824 3.4728 0.4704  -0.654



Record 2
Formula: C17H15BaBr4N4O3S2
Source: OMol25
Level of theory: ωB97M-V/def2-TZVPD

## Properties
- charge = -1
- DFT total energy (eV) = -332513.75241
- relative energy (zero: lowest compared OMol25 entry of this formula, charge and spin) (eV) = 0.1226
- LUMO (Eh) = 0.067
- spin multiplicity = 1
- HOMO level (eV) = -3.4
- Kohn-Sham gap (eV) = 5.171

Last column: Mulliken charge in e.
Cartesian coordinates (Å):
C 1.8300 0.0500 1.0032  -1.124
H 0.7420 5.1514 0.1685  0.379
H -3.8235 -2.1436 1.0226  0.399
H 3.4521 2.0923 1.4838  0.397
N 0.3172 1.8179 0.3118  -0.126
H 2.1368 -4.3219 0.0008  0.251
C 4.1727 -1.2907 -3.5387  0.153
H -4.7162 0.0009 4.0256  0.278
C -3.8100 1.1107 2.4064  -0.854
H -3.4554 -1.9083 2.7369  0.408
H 2.7731 -0.2008 1.4867  0.197
Ba -0.8318 -0.2692 -1.4348  1.794
N 1.0469 -0.8704 0.5799  0.826
H -5.9329 -1.5641 2.5820  0.378
C 2.4911 2.4207 1.1116  -0.875
C 0.6284 -3.0915 0.4777  0.440
S -2.7933 -0.0666 1.4360  0.893
H -3.1706 1.6114 3.1311  0.394
N 1.5125 -2.1297 0.6872  -1.215
C 2.2265 3.7563 0.8928  -0.301
Br 5.7112 -2.3574 -3.8327  -0.215
O 0.7632 0.9911 -2.9301  -1.085
H 0.5757 -5.0188 -0.0583  0.223
H 2.9782 4.5069 1.1015  0.398
H -5.7100 -0.5121 1.1817  0.273
O 0.5848 -1.7492 -2.9695  -1.084
H -4.1273 1.8321 1.6525  0.298
C 0.0860 3.1119 0.0997  -0.255
C 1.5143 1.4694 0.8100  1.242
N 1.1861 -4.3273 0.3408  -0.494
C -4.9868 0.3571 3.0288  -0.572
S -1.1007 -2.9895 0.4554  -0.552
Br 2.7291 -3.7879 -3.3460  -0.197
Br 5.9396 0.9525 -3.6981  -0.218
C -5.2595 -0.8407 2.1208  -0.615
C -3.8886 -1.4400 1.8503  -0.835
O -3.0584 0.2982 -0.0087  -0.781
H -5.8571 1.0050 3.1395  0.307
C 1.8312 0.2775 -3.1311  0.550
C 4.2674 0.0864 -3.4897  0.038
H -0.8827 3.3539 -0.3278  0.410
C 3.1019 0.8405 -3.2802  -0.177
Br 3.1655 2.7381 -3.1280  -0.182
C 0.9900 4.1203 0.3766  -0.676
C 2.9172 -1.8950 -3.3686  -0.150
C 1.7340 -1.1780 -3.1597  0.662



Record 3
Formula: C41H110F9N9O24S3
Source: OMol25
Level of theory: ωB97M-V/def2-TZVPD

## Properties
- charge = +4
- DFT total energy (eV) = -163780.78784
- LUMO (Eh) = -0.237
- spin multiplicity = 1
- HOMO level (eV) = -15.4
- Kohn-Sham gap (eV) = 8.979

Last column: Mulliken charge in e.
Cartesian coordinates (Å):
H 1.4370 10.7370 -2.3707  0.389
H 3.9353 3.3391 4.4388  0.358
H 2.8656 -3.3605 1.3735  0.135
H 5.9641 -3.0663 6.8476  0.386
H 7.0083 -2.0845 0.7952  0.387
H 3.1983 4.6688 5.3993  0.343
H 2.3365 -2.6512 6.6711  0.414
H -6.6389 -0.0671 4.2981  0.329
H -7.8587 -2.8652 -0.2063  0.314
H 4.2449 0.0965 -6.4706  0.323
H -8.8535 -1.7174 0.4554  0.393
H 1.8353 1.1185 -4.8856  0.052
F -3.7986 -5.4396 -2.2869  -0.208
H 1.5854 -1.2845 -6.4573  0.059
H -1.3662 3.7356 0.7528  0.264
F 1.8992 -4.7454 5.6788  -0.225
H 1.2903 9.7745 -3.6957  0.388
S 0.6933 -3.7150 3.4235  1.279
H 0.5042 -0.7071 5.3659  0.173
H -3.1170 -4.9404 1.9156  0.244
C 5.2408 -0.7345 6.5982  -1.463
H -1.2052 -0.8073 -0.9190  0.047
H -3.1450 -8.0246 2.7213  0.357
H -2.7473 -1.2706 0.6643  -0.271
C 1.2315 2.5640 4.6566  -0.826
C 0.6375 -4.6443 5.0146  0.334
C 2.2130 1.0477 -1.6567  0.316
F -2.4521 -3.8608 -2.7472  -0.192
H 3.1087 -2.1033 -6.8153  0.417
F -4.1703 -4.1501 -4.0480  -0.215
O 1.8120 3.7556 4.0199  -0.345
H 0.4617 0.3480 6.7357  0.372
N 0.5962 -0.5400 0.4453  0.426
C 2.5858 -1.1561 -6.8438  -1.159
N -2.7327 -8.3173 3.6022  -0.174
O 2.0831 -3.0591 -3.8945  -0.898
C -7.0682 -0.4948 1.9860  -0.940
C -1.7975 -0.9783 1.1076  -1.162
H 5.2831 -1.7040 1.0347  0.275
C -1.3737 9.4790 -3.5680  -0.757
H -1.8946 -6.8932 5.9663  0.197
O -1.2609 8.5586 -2.4979  -0.264
H -3.2525 -2.7273 -8.2169  0.351
H -3.3918 -7.2300 6.7846  0.383
H 1.1689 1.7718 3.8909  0.202
S -4.6397 -2.8811 -1.7861  1.077
C 4.2607 -1.8005 7.0790  0.060
H -5.9473 -1.6354 0.5080  -0.208
H -4.3593 -8.2207 4.8105  0.364
H -0.9856 11.1933 -2.2597  0.343
H -7.2562 -0.8193 -1.4477  0.425
H 4.4530 -5.4060 -1.4525  0.373
H 6.1082 -1.3035 -0.5667  0.175
H -4.5121 -1.6916 -7.6765  0.367
N 2.3781 6.1924 3.2177  -0.059
O 1.8083 1.5124 -0.3877  -0.530
H -8.3035 -0.5395 4.3346  0.348
H 0.5991 9.2138 -2.1870  0.490
H 5.1397 6.6931 3.0153  0.391
O 2.3332 -0.5606 6.5452  -0.370
C 4.8282 5.9319 3.7574  -1.602
H 4.7015 0.1513 6.7834  0.379
H 3.7023 4.7187 2.3272  -0.039
O -1.3330 -0.3971 -5.7582  -0.358
H 3.3558 2.0041 -8.3138  0.291
H -2.4030 9.8556 -3.6835  0.400
H 3.8261 -0.1883 -3.8915  0.249
H -1.2930 12.4727 -4.2665  0.360
H 4.6704 -3.3725 5.7297  0.259
H 3.1797 -1.9496 5.2940  0.044
H -8.2926 0.2490 -0.4354  0.428
N 0.7989 10.0890 -2.8208  -0.305
H -6.6074 0.6181 -0.6106  0.383
C 4.1723 -4.9431 0.6037  0.444
H -0.6175 0.4511 -4.0175  0.110
H -3.1641 -1.3811 -5.7089  0.251
H -1.4807 -1.8724 1.5795  0.476
H 2.4336 6.8295 2.3545  0.134
H -4.4758 0.3490 -7.4330  0.425
H 2.9222 -1.6050 -4.1803  -0.166
C 3.1458 4.1766 4.3825  -0.651
H 0.6116 -4.4021 -2.9805  0.252
F 3.0390 4.8624 0.0856  -0.220
H 5.6340 5.2156 3.8871  0.414
O -0.6850 1.7755 0.7631  -0.203
H 4.6801 6.4274 4.6992  0.442
C -3.7540 -6.2652 4.1092  -0.311
H 4.5705 -1.4240 -4.6535  0.493
C -4.1760 -5.1368 2.0612  -0.519
C -2.6695 -0.7097 -7.7036  0.230
S 1.6124 7.0963 0.0734  1.064
H 0.2786 2.8028 5.0669  0.377
H -7.1287 -1.5705 5.1001  0.246
H -3.3715 1.1206 -8.5031  0.381
C -0.5779 3.1404 0.2941  -0.641
H -2.4072 1.0406 -0.2685  0.529
H 5.8801 -4.0360 1.6040  0.451
H 4.1223 2.5843 -6.8115  0.361
C 6.0422 -1.9861 0.3152  -0.695
O -3.8641 -2.6865 -0.5962  -0.566
F 2.0840 5.2602 -1.8177  -0.207
H 4.0909 -6.8096 -0.5027  0.414
C -2.7236 -7.6117 6.0216  -1.182
C -7.2663 -0.2283 -0.5296  -1.452
N 3.0734 -3.9172 0.5530  0.208
H -0.3293 11.2144 -5.2019  0.411
C 2.6268 1.1964 -5.6175  -0.483
H -1.3277 6.9681 -3.7824  0.394
H -2.8633 -9.3104 3.6307  0.374
H 4.1200 -5.4512 1.5517  0.468
O 2.9608 -2.9751 -1.8336  -0.956
H 6.0972 -0.6808 7.3315  0.437
H 1.1609 0.5422 0.0274  0.086
H 2.4381 -0.7423 -7.8603  0.377
H 2.7385 -5.7039 -0.8664  0.290
H 3.4034 1.7646 -5.1105  0.544
F 0.2810 -5.9329 4.8118  -0.234
C 3.3513 -0.1860 -5.9491  0.465
C -6.9042 -1.1377 0.6110  0.933
C -7.3203 -0.9262 4.2039  -0.816
O -0.6915 -3.5013 3.1749  -0.584
O -7.1708 -1.5033 2.9485  -0.379
H -6.1561 0.1606 2.1210  0.393
N -7.9986 -2.2248 0.5868  -0.151
C -3.4658 -7.5756 4.7175  0.087
O 3.0435 1.9457 -2.2665  -0.456
O 2.5494 7.6525 1.0471  -0.887
H 0.4304 -1.3586 7.0250  0.399
H -4.5668 -5.7267 4.6904  0.375
C 3.5407 5.2085 3.3356  0.716
O 1.3368 -4.6889 2.5740  -0.819
H 0.4478 12.2960 -4.1416  0.414
H 3.1290 -3.3020 -0.3701  0.193
O 5.7494 -3.2366 -0.3130  -0.308
O -5.9184 -3.4515 -1.5174  -0.677
F 3.8124 6.4778 -1.2005  -0.261
H -8.0003 -2.6879 1.5010  0.369
H -3.8936 -1.6622 -9.2112  0.359
H 1.4821 5.6439 3.2047  0.432
H -1.7619 -8.0394 3.6588  0.266
H 0.0010 -1.1976 -4.3814  0.110
H -1.6598 -0.9705 -3.8215  0.120
C -2.2565 -1.2561 -6.3308  -0.597
C 3.8206 -5.7555 -0.6678  -1.389
H 4.0724 -1.8550 8.1619  0.377
H 4.6513 -3.9054 7.2650  0.365
O 1.1474 -4.2014 -2.1800  -0.457
O 1.2444 7.9870 -0.9882  -0.802
O 1.5971 -2.6389 3.7344  -0.667
H -4.6737 -5.3519 1.1239  0.294
C 3.1993 2.5362 -7.3613  -0.788
H -2.6744 7.0879 -2.6500  0.291
N -3.6464 -1.7636 -8.2328  -0.347
C -0.4598 11.6997 -4.2799  -1.421
H -1.8889 -0.6753 -8.4787  0.483
H 6.2831 -5.0463 0.3272  0.421
H -1.1112 6.5363 -2.0698  0.007
H 0.5054 -0.7766 1.4273  0.085
H -2.8310 -5.6663 4.2399  0.125
O 1.8708 -0.0003 -2.2475  -0.061
C 5.5613 -4.2868 0.5891  -1.063
H 2.8604 3.5674 -7.6116  0.234
H 0.9967 -1.2494 -0.1253  -0.048
C -3.4386 0.5518 -7.5693  -1.348
H -0.9110 1.3327 -1.2335  0.214
H -3.0731 1.2046 -6.7704  0.279
C 2.1344 -3.3202 -2.6817  0.813
O 2.1537 1.7971 -6.7676  -0.412
C -0.5806 10.6958 -3.1539  0.246
O 0.5548 6.3615 0.7419  -0.630
N 3.7083 -0.8724 -4.5610  0.013
H 2.3178 6.8799 4.0003  0.429
O -4.5819 -1.7737 -2.7139  -0.695
C 2.6484 5.8731 -0.7451  0.651
H -1.0882 9.0739 -4.5373  0.419
C -3.7839 -4.1969 -2.7482  0.395
H 0.3703 3.4645 0.6841  0.160
H 3.0097 2.6983 -1.6270  0.237
H -1.8478 -0.1902 1.8472  0.518
H 5.5033 -0.8452 5.5604  0.402
C 0.8797 -0.5956 6.3981  -0.745
C -1.6026 7.2157 -2.7860  -0.584
H 2.1974 -4.4488 0.4973  0.437
C 2.9153 -1.8083 6.3272  -0.264
F -0.3083 -4.2222 5.8651  -0.218
H -0.4936 3.1163 -0.7857  0.348
C -1.2952 1.0135 -0.2444  -1.037
C -0.8763 -0.5274 -4.4268  -0.108
H -1.7792 -2.2487 -6.4275  0.295
H -2.3237 -8.6348 6.2475  0.392
C -0.8502 -0.3976 0.0182  1.036
O -4.1274 -6.3881 2.7489  -0.543
H 1.8475 2.2464 5.5175  0.354
N 4.9452 -3.1203 6.6987  -0.190
H -7.9151 0.2577 2.1231  0.396
H -4.5866 -4.4067 2.7824  0.263



What is the DFT total energy in the first record?
-34931.28850 eV



Which of these has the lowest HOMO level?
C41H110F9N9O24S3